1.
The following is a quantum chemistry calculation of a 40-piece molecular cluster, H80O40 overall, from the Open Molecules 2025 dataset.

## Properties
Energy relative to the best compared isomer or geometry (same formula, charge and spin) (kJ/mol): 959.8
E (eV): -83195.8675
Highest occupied orbital energy (eV): -10.401
Net charge: 0

Each atom is followed by the atoms it is bonded to, with distances in Å.
Cartesian coordinates (Å):
1 O 2.088 1.237 3.033  H48 0.985, H57 0.991
2 O -1.494 1.796 -4.238  H93 0.983, H106 1.038
3 O 3.575 2.679 -0.793  H52 0.999, H79 0.956
4 O -0.606 1.117 2.235  H61 1.011, H110 0.995
5 O 0.312 0.015 -2.877  H66 1.023, H81 0.997
6 O -0.972 -2.728 0.351  H68 0.978, H98 0.962
7 O -4.481 -0.941 2.508  H88 0.950, H89 0.980
8 O 2.712 0.451 -3.514  H83 0.959, H111 0.984
9 O 0.514 -0.405 -6.138  H71 0.994, H90 0.956
10 O -0.535 -6.247 2.626  H117 0.955, H119 0.944
11 O -0.083 -0.557 6.653  H41 0.996, H60 0.981
12 O 3.372 5.326 1.270  H91 0.953, H103 0.968
13 O 5.443 0.928 -3.043  H51 0.971, H118 0.986
14 O 0.312 -0.637 -0.231  H62 0.960, H72 0.958
15 O -4.000 0.120 -3.038  H58 0.998, H105 0.956
16 O 4.695 0.777 3.836  H46 0.961, H65 0.975
17 O 2.964 -2.271 -3.572  H42 0.955, H67 0.962
18 O 2.949 0.067 0.852  H44 1.037, H69 0.983
19 O -3.091 -4.864 3.332  H63 0.992, H73 1.004
20 O -1.355 5.346 2.088  H100 0.982, H108 0.983
21 O -1.526 0.336 -1.414  H47 0.968, H109 0.992
22 O -5.595 1.738 0.847  H49 0.969, H54 0.966
23 O -4.286 3.282 -3.323  H53 0.959, H96 0.990
24 O -0.194 6.349 -2.921  H64 0.932, H85 0.995
25 O 3.350 -1.860 2.330  H87 0.979, H120 0.986
26 O -0.048 4.933 -0.577  H45 0.995, H77 0.978
27 O -4.009 0.532 4.787  H76 0.942, H78 0.955
28 O -1.278 -0.843 3.873  H80 1.034, H84 0.952
29 O -2.137 -4.703 -1.051  H74 0.973, H114 0.945
30 O 2.106 -2.477 0.112  H94 0.957, H97 0.992
31 O 2.083 -1.923 4.759  H92 0.966, H116 1.007
32 O 4.157 -0.861 -1.631  H56 0.951, H102 0.944
33 O 2.432 -4.689 -1.996  H82 0.999, H104 0.965
34 O -3.319 0.967 0.679  H59 1.000, H75 0.985
35 O -2.800 3.085 2.453  H70 0.955, H101 0.951
36 O 5.484 1.351 1.078  H112 0.955, H113 0.952
37 O -0.197 -4.920 -3.341  H50 0.959, H95 0.977
38 O -3.464 -2.369 -1.254  H107 0.960, H115 0.957
39 O -1.702 3.065 -1.486  H43 0.984, H55 0.961
40 O -1.548 -1.821 -3.401  H86 1.013, H99 0.950
41 H -0.567 -1.427 6.641  O11 0.996
42 H 2.657 -2.762 -4.331  O17 0.955
43 H -2.670 3.234 -1.454  O39 0.984
44 H 3.527 -0.793 0.813  O18 1.037
45 H -0.990 4.667 -0.752  O26 0.995
46 H 4.777 1.645 3.433  O16 0.961
47 H -1.967 -0.165 -0.712  O21 0.968
48 H 2.665 1.604 3.742  O1 0.985
49 H -5.253 2.616 0.619  O22 0.969
50 H -0.367 -5.286 -2.472  O37 0.959
51 H 4.840 1.136 -2.310  O13 0.971
52 H 2.869 2.010 -1.020  O3 0.999
53 H -3.336 3.226 -3.205  O23 0.959
54 H -6.374 2.055 1.320  O22 0.966
55 H -1.440 3.221 -2.398  O39 0.961
56 H 3.210 -0.903 -1.715  O32 0.951
57 H 2.729 0.668 2.536  O1 0.991
58 H -3.373 -0.651 -2.948  O15 0.998
59 H -3.406 0.699 -0.280  O34 1.000
60 H -0.751 0.040 6.254  O11 0.981
61 H 0.306 1.268 1.824  O4 1.011
62 H 0.932 -0.429 0.472  O14 0.960
63 H -3.920 -4.464 3.701  O19 0.992
64 H -0.273 6.322 -1.992  O24 0.932
65 H 4.531 0.052 3.205  O16 0.975
66 H 1.270 -0.028 -3.235  O5 1.023
67 H 3.022 -2.819 -2.783  O17 0.962
68 H -0.762 -1.773 0.306  O6 0.978
69 H 3.579 0.819 0.790  O18 0.983
70 H -2.476 2.633 1.676  O35 0.955
71 H -0.469 -0.549 -6.103  O9 0.994
72 H 0.952 -0.588 -0.942  O14 0.958
73 H -3.750 -4.823 2.576  O19 1.004
74 H -1.667 -4.105 -0.445  O29 0.973
75 H -4.163 0.853 1.175  O34 0.985
76 H -4.475 1.339 4.931  O27 0.942
77 H 0.142 5.003 0.379  O26 0.978
78 H -3.872 0.058 3.969  O27 0.955
79 H 3.249 3.562 -0.963  O3 0.956
80 H -1.428 -0.230 3.053  O28 1.034
81 H 0.603 0.596 -2.122  O5 0.997
82 H 2.550 -5.632 -1.691  O33 0.999
83 H 2.576 1.097 -4.210  O8 0.959
84 H -2.025 -0.543 4.382  O28 0.952
85 H 0.409 5.565 -3.036  O24 0.995
86 H -1.062 -1.751 -2.515  O40 1.013
87 H 3.179 -1.929 3.291  O25 0.979
88 H -5.223 -0.990 1.916  O7 0.950
89 H -3.700 -0.889 1.917  O7 0.980
90 H 0.822 -0.828 -5.337  O9 0.956
91 H 3.164 5.769 0.453  O12 0.953
92 H 1.132 -2.055 4.649  O31 0.966
93 H -1.656 1.445 -3.334  O2 0.983
94 H 2.371 -3.395 0.071  O30 0.957
95 H -0.019 -3.974 -3.179  O37 0.977
96 H -4.207 2.731 -4.142  O23 0.990
97 H 2.206 -2.235 1.069  O30 0.992
98 H -0.070 -3.050 0.429  O6 0.962
99 H -1.077 -1.250 -3.997  O40 0.950
100 H -1.059 4.942 2.932  O20 0.982
101 H -3.414 2.456 2.816  O35 0.951
102 H 4.664 -1.426 -2.191  O32 0.944
103 H 3.047 4.414 1.287  O12 0.968
104 H 2.142 -4.982 -2.868  O33 0.965
105 H -3.331 0.666 -3.447  O15 0.956
106 H -0.616 1.567 -4.742  O2 1.038
107 H -4.425 -2.369 -1.264  O38 0.960
108 H -2.207 4.874 1.957  O20 0.983
109 H -1.232 1.017 -0.755  O21 0.992
110 H -0.464 1.386 3.183  O4 0.995
111 H 3.538 -0.072 -3.619  O8 0.984
112 H 5.128 2.237 1.046  O36 0.955
113 H 6.425 1.452 1.185  O36 0.952
114 H -3.056 -4.654 -0.837  O29 0.945
115 H -3.240 -2.648 -2.141  O38 0.957
116 H 2.112 -0.939 4.969  O31 1.007
117 H -0.704 -5.673 1.880  O10 0.955
118 H 5.874 0.043 -2.987  O13 0.986
119 H -0.623 -5.829 3.468  O10 0.944
120 H 4.135 -2.457 2.298  O25 0.986


2.
The following is a quantum chemistry calculation of a 40-piece molecular cluster, H80O40 overall, from the Open Molecules 2025 dataset.

## Properties
Energy relative to the best compared isomer or geometry (same formula, charge and spin) (kJ/mol): 1691.6
E (eV): -83188.2828
Highest occupied orbital energy (eV): -9.560
Net charge: 0

Each atom is followed by the atoms it is bonded to, with distances in Å.
Cartesian coordinates (Å):
1 O 3.798 4.133 -2.795  H52 1.017, H87 1.022
2 O 1.345 -1.082 -5.671  H41 0.893, H109 1.018
3 O -1.696 0.628 2.184  H43 1.014, H47 0.999
4 O 1.295 -1.944 2.363  H44 0.967, H64 1.009
5 O -2.646 -0.469 -6.302  H68 0.972, H73 1.049
6 O -4.865 -2.681 3.135  H75 0.912, H98 0.998
7 O 0.423 6.456 1.471  H81 0.842, H91 1.111
8 O -5.431 1.011 2.264  H74 0.911, H103 0.925
9 O 3.556 -2.809 -4.275  H77 0.998, H89 0.988
10 O -3.886 -1.771 -0.045  H97 0.908, H107 0.886
11 O -1.004 -3.720 -1.366  H118 0.902, H120 1.095
12 O 3.471 1.138 -1.925  H51 0.929, H58 0.978
13 O -3.532 0.358 -2.770  H48 1.065, H100 0.972
14 O 0.873 3.649 -3.877  H49 0.948, H55 0.834
15 O 2.822 0.865 2.693  H102 0.923, H108 0.998
16 O -0.481 -0.407 -4.067  H46 1.019, H63 0.952
17 O -0.053 -6.149 0.187  H66 1.063, H95 1.097
18 O 2.088 1.621 0.269  H62 0.949, H76 0.947
19 O 1.549 -3.351 -1.057  H61 0.945, H88 0.952
20 O -0.696 0.414 4.692  H72 0.951, H84 1.062
21 O -5.407 0.825 -0.894  H53 1.055, H94 1.016
22 O 2.916 2.754 4.164  H69 0.954, H93 0.897
23 O -0.954 0.147 -0.789  H56 0.932, H114 1.028
24 O 4.741 0.942 0.920  H99 0.958, H116 0.821
25 O 4.210 -1.444 -2.005  H50 1.015, H117 0.942
26 O -2.864 -4.502 -0.128  H42 0.895, H96 0.855
27 O -3.468 -0.562 5.296  H54 0.915, H86 0.956
28 O 4.992 -2.690 1.706  H101 1.010, H105 1.060
29 O -4.907 3.213 -0.682  H104 0.991, H113 0.921
30 O 1.007 -0.910 0.089  H83 0.906, H106 0.918
31 O -2.834 4.586 0.508  H45 1.023, H67 1.070
32 O 4.697 -0.822 3.842  H90 0.968, H115 0.925
33 O 1.332 -6.119 2.420  H80 0.958, H119 0.932
34 O -0.587 3.059 0.080  H59 0.987, H71 0.989
35 O -1.599 1.857 -5.314  H57 0.954, H111 1.058
36 O 1.216 3.453 1.702  H78 0.969, H82 1.051
37 O -2.013 3.551 -3.171  H65 1.049, H112 0.918
38 O -1.543 -2.631 1.299  H60 0.901, H70 0.909
39 O 3.951 3.984 -0.095  H79 0.918, H85 1.060
40 O -2.008 -3.324 4.184  H92 1.017, H110 0.987
41 H 0.885 -1.569 -6.262  O2 0.893
42 H -2.400 -3.779 -0.375  O26 0.895
43 H -2.228 -0.071 2.690  O3 1.014
44 H 0.476 -2.433 2.518  O4 0.967
45 H -2.337 5.421 0.828  O31 1.023
46 H 0.141 -0.276 -4.863  O16 1.019
47 H -0.930 0.429 1.575  O3 0.999
48 H -4.064 0.493 -1.858  O13 1.065
49 H 0.813 2.814 -3.433  O14 0.948
50 H 5.012 -1.866 -2.462  O25 1.015
51 H 4.215 0.640 -2.175  O12 0.929
52 H 2.994 3.539 -2.611  O1 1.017
53 H -5.481 -0.157 -0.518  O21 1.055
54 H -2.653 -0.147 5.282  O27 0.915
55 H 1.505 4.109 -3.587  O14 0.834
56 H -1.425 0.485 -1.519  O23 0.932
57 H -1.225 1.367 -6.041  O35 0.954
58 H 3.468 2.109 -2.041  O12 0.978
59 H 0.383 2.988 0.247  O34 0.987
60 H -2.170 -2.709 0.656  O38 0.901
61 H 1.480 -2.530 -0.596  O19 0.945
62 H 2.795 1.627 -0.362  O18 0.949
63 H -0.126 -1.227 -3.738  O16 0.952
64 H 1.384 -1.131 2.954  O4 1.009
65 H -1.035 3.682 -3.529  O37 1.049
66 H -0.292 -5.145 -0.066  O17 1.063
67 H -2.045 4.137 -0.060  O31 1.070
68 H -2.441 -1.074 -5.569  O5 0.972
69 H 3.538 2.162 3.748  O22 0.954
70 H -1.917 -2.507 2.119  O38 0.909
71 H -0.797 2.294 0.670  O34 0.989
72 H -0.390 0.981 5.391  O20 0.951
73 H -3.059 0.300 -5.720  O5 1.049
74 H -4.640 0.764 2.641  O8 0.911
75 H -4.742 -3.470 3.576  O6 0.912
76 H 2.296 2.430 0.716  O18 0.947
77 H 3.430 -2.232 -3.470  O9 0.998
78 H 1.334 3.605 2.651  O36 0.969
79 H 4.439 4.132 -0.859  O39 0.918
80 H 2.184 -6.099 1.983  O33 0.958
81 H 0.633 5.641 1.481  O7 0.842
82 H 2.016 3.961 1.248  O36 1.051
83 H 1.317 -0.193 0.547  O30 0.906
84 H -1.174 0.945 3.907  O20 1.062
85 H 4.890 3.981 0.398  O39 1.060
86 H -3.354 -1.165 4.563  O27 0.956
87 H 3.461 4.738 -3.547  O1 1.022
88 H 1.791 -3.944 -0.353  O19 0.952
89 H 2.954 -3.558 -4.045  O9 0.988
90 H 4.771 -0.581 4.776  O32 0.968
91 H 0.107 6.493 2.535  O7 1.111
92 H -1.003 -3.481 4.173  O40 1.017
93 H 2.383 2.229 4.659  O22 0.897
94 H -4.580 1.207 -0.444  O21 1.016
95 H -0.972 -6.663 -0.121  O17 1.097
96 H -2.515 -5.245 -0.366  O26 0.855
97 H -4.410 -1.659 0.688  O10 0.908
98 H -5.336 -2.223 3.885  O6 0.998
99 H 5.551 0.544 1.242  O24 0.958
100 H -3.399 1.319 -2.835  O13 0.972
101 H 4.422 -2.364 2.474  O28 1.010
102 H 3.004 0.625 1.820  O15 0.923
103 H -6.058 0.618 2.819  O8 0.925
104 H -5.144 2.867 -1.580  O29 0.991
105 H 5.869 -2.212 2.062  O28 1.060
106 H 0.547 -0.475 -0.575  O30 0.918
107 H -4.078 -2.596 -0.307  O10 0.886
108 H 2.204 1.637 2.835  O15 0.998
109 H 2.053 -1.791 -5.494  O2 1.018
110 H -2.494 -4.151 3.954  O40 0.987
111 H -0.960 1.788 -4.473  O35 1.058
112 H -1.948 3.760 -2.280  O37 0.918
113 H -5.651 3.751 -0.607  O29 0.921
114 H -0.865 -0.877 -0.783  O23 1.028
115 H 3.795 -0.740 3.650  O32 0.925
116 H 4.486 0.494 0.280  O24 0.821
117 H 3.851 -2.191 -1.558  O25 0.942
118 H -0.956 -4.268 -2.081  O11 0.902
119 H 0.659 -6.313 1.805  O33 0.932
120 H -0.044 -3.254 -1.118  O11 1.095


Which value of energy relative to the best compared isomer or geometry (same formula, charge and spin) does entry 2 give?
1691.6 kJ/mol